Formula: C30H50BBrO14PS
Source: the OMol25 dataset
Level of theory: the ωB97M-V functional and the def2-TZVPD basis

Geometry (Å):
Br (1.325, 0.878, -1.401)
S (0.116, 0.588, 1.343)
P (-2.991, 1.349, 0.063)
O (-3.651, -2.359, -3.398)
O (-0.904, -0.588, 1.419)
O (1.137, -1.874, -0.315)
O (5.283, 1.752, 5.579)
O (2.585, 4.567, -1.953)
O (-0.322, 1.510, 2.359)
O (-2.852, 1.930, 1.563)
O (-4.609, 1.113, -0.237)
O (0.037, -3.669, 0.439)
O (1.502, 0.274, 1.476)
O (4.839, -0.059, 1.328)
O (-0.691, -3.073, -2.229)
O (-1.794, -2.731, 2.367)
O (3.004, 3.230, -3.689)
C (0.390, 3.751, -1.192)
C (-4.327, -6.230, -0.397)
C (3.295, 3.570, -2.570)
C (-2.650, 2.423, -4.356)
C (-3.519, -6.142, -1.515)
C (-0.260, 1.303, -0.340)
C (-0.157, -1.163, -3.601)
C (6.081, 1.195, 7.814)
C (-1.571, -0.949, -1.032)
C (-3.497, -2.453, -2.194)
C (5.999, 2.234, 6.709)
C (-3.823, -3.761, -1.550)
C (-1.739, 1.259, -2.422)
C (-3.079, -1.219, -1.402)
C (0.169, -2.466, 0.178)
C (-2.783, 2.319, -2.810)
C (5.548, 0.380, 2.478)
C (-1.556, 0.667, -0.995)
C (1.812, 4.166, -0.816)
C (-4.654, -3.857, -0.443)
C (-3.273, -4.911, -2.086)
C (-1.115, -1.580, 0.339)
C (4.438, 2.963, -1.810)
C (-2.667, 3.754, -2.304)
C (-0.216, 2.828, -0.114)
C (-4.904, -5.089, 0.119)
C (1.107, -1.959, -4.001)
C (-2.185, -2.445, 1.022)
C (-2.734, -2.318, 3.321)
C (5.600, -0.690, 3.552)
B (-0.783, -1.709, -2.255)
H (-2.931, 1.471, -4.809)
H (-2.460, -2.791, 4.263)
H (5.082, 0.921, 8.160)
H (-1.628, 2.671, -4.640)
H (-3.055, -7.019, -1.942)
H (-3.753, -2.630, 3.073)
H (-3.392, -0.431, -2.086)
H (-2.275, -3.403, 0.529)
H (-1.151, 3.238, 0.247)
H (-2.042, 0.425, -3.055)
H (-5.102, -2.964, -0.029)
H (6.995, 2.492, 6.353)
H (-1.787, 4.235, -2.729)
H (-3.335, 3.182, -4.732)
H (-3.516, 4.307, -2.717)
H (1.807, 4.961, -0.074)
H (-3.115, -1.881, 1.116)
H (2.298, 3.311, -0.344)
H (5.074, 1.284, 2.876)
H (0.333, 3.413, -2.221)
H (-3.009, 1.290, 2.273)
H (-2.674, -1.233, 3.474)
H (-2.633, -4.809, -2.950)
H (4.806, 2.109, -2.367)
H (-2.740, 3.866, -1.227)
H (0.477, 2.959, 0.720)
H (-4.842, 0.739, -1.087)
H (6.554, 0.639, 2.145)
H (6.156, -0.345, 4.423)
H (1.723, -1.368, -4.677)
H (-3.751, -1.130, -0.547)
H (-3.818, 1.986, -2.698)
H (-4.494, -7.195, 0.060)
H (3.938, -0.275, 1.603)
H (4.392, 1.527, 5.864)
H (5.522, 3.147, 7.084)
H (4.590, -0.960, 3.870)
H (-0.784, 1.548, -2.852)
H (0.089, -0.112, -3.655)
H (-0.913, -1.343, -4.380)
H (4.141, 2.594, -0.829)
H (6.650, 1.570, 8.666)
H (6.071, -1.595, 3.164)
H (1.697, -2.140, -3.100)
H (5.245, 3.679, -1.656)
H (-0.203, 4.668, -1.157)
H (0.859, -2.932, -4.412)
H (-1.080, -3.512, -1.461)
H (6.559, 0.287, 7.444)
H (-5.541, -5.155, 0.990)

Kohn-Sham gap = 6.099 eV
max |F| = 4.8 eV/Å
total charge = -1
energy = -5564.85766 a.u.
LUMO level = 2.15 eV

Formula: C30H50BiP2S
Source: the OMol25 dataset
Level of theory: the ωB97M-V functional and the def2-TZVPD basis

Geometry (Å):
Bi (-0.043, -0.695, -0.616)
S (-0.075, 3.018, 0.406)
P (-2.501, 0.673, -0.016)
P (1.768, 1.074, -1.922)
C (-0.652, -3.046, -3.747)
C (-2.194, 6.252, 1.285)
C (0.124, 4.981, 2.231)
C (-3.843, -0.572, -0.054)
C (-0.384, 6.089, 2.889)
C (-0.570, 4.472, 1.104)
C (0.783, -3.635, -3.883)
C (1.722, -3.514, -2.709)
C (0.468, -5.254, -1.435)
C (0.430, 0.214, 2.879)
C (-1.538, 6.732, 2.425)
C (1.180, 0.823, -3.653)
C (-0.224, 1.344, 3.588)
C (2.632, 1.434, 2.239)
C (-1.229, -3.231, -1.295)
C (-1.001, -4.712, -1.305)
C (2.189, 2.851, -1.860)
C (-1.472, -1.539, 3.054)
C (0.896, -1.880, 2.022)
C (-1.070, -2.439, -2.422)
C (1.591, -4.261, -1.602)
C (1.753, 0.243, 2.334)
C (-1.703, 5.158, 0.593)
C (3.411, 0.235, -1.935)
C (-2.912, 1.751, -1.450)
C (2.065, -1.057, 1.854)
C (0.880, -3.359, 1.883)
C (3.382, -1.537, 1.367)
C (-3.101, 1.702, 1.387)
C (-0.119, -1.077, 2.651)
H (-3.145, 1.104, 2.305)
H (0.316, 1.595, 4.518)
H (1.027, -3.834, 2.879)
H (-2.438, 2.558, 1.571)
H (-1.863, -2.325, 2.396)
H (0.134, 6.450, 3.778)
H (0.089, 0.987, -3.682)
H (-1.592, -5.179, -2.117)
H (-1.418, -5.122, -0.367)
H (2.574, -2.838, -2.842)
H (-0.243, 2.255, 2.967)
H (-0.780, -2.284, -4.534)
H (-4.831, -0.091, 0.002)
H (-0.063, -3.750, 1.471)
H (1.386, -0.208, -3.978)
H (0.673, -4.698, -4.170)
H (-2.210, -0.727, 3.065)
H (-2.166, 4.776, -0.318)
H (-1.260, 1.109, 3.865)
H (1.686, -3.720, 1.229)
H (2.053, 2.366, 2.288)
H (3.288, -2.367, 0.650)
H (1.658, 1.546, -4.343)
H (3.297, -0.823, -1.659)
H (1.268, -3.130, -4.735)
H (-2.196, 2.584, -1.506)
H (2.343, -4.248, -0.804)
H (-3.734, -1.249, 0.803)
H (3.178, 1.448, 1.283)
H (-4.111, 2.088, 1.163)
H (-1.655, -1.495, -2.520)
H (0.462, -5.965, -2.285)
H (3.996, -1.918, 2.205)
H (3.884, 0.295, -2.930)
H (1.292, 3.459, -2.009)
H (-1.450, -1.963, 4.071)
H (2.583, 3.110, -0.873)
H (1.028, 4.464, 2.555)
H (2.934, 3.124, -2.620)
H (-1.360, -3.852, -4.016)
H (-1.794, -2.850, -0.425)
H (4.066, 0.713, -1.184)
H (-3.104, 6.735, 0.928)
H (0.682, -5.848, -0.528)
H (-3.784, -1.171, -0.968)
H (-2.842, 1.169, -2.381)
H (-3.935, 2.156, -1.350)
H (3.387, 1.461, 3.040)
H (3.964, -0.746, 0.878)
H (-1.920, 7.616, 2.948)

Kohn-Sham gap (alpha / beta) = 4.882 / 3.372 eV
max |F| = 2.4 eV/Å
total charge = +1
energy = -2468.21822 a.u.
LUMO level (alpha / beta) = -4.43 / -5.01 eV

Which value of energy does entry 2 give? -2468.21822 a.u.

Among the records above, which one has the highest total charge? C30H50BiP2S

Which of these has the lowest total charge? C30H50BBrO14PS

Among the records above, which one has the lowest max |F|? C30H50BiP2S